[1]
Below is 2 unconnected molecules or ions with the total composition C10H17N, with properties calculated with ωB97M-V/def2-TZVPD.

Output
HOMO-LUMO gap in hartree: 0.3716
HOMO in eV: -9.44
ΔE to the lowest compared entry with this formula, charge and spin in kcal/mol: 132.97
Total charge: 0

Each line ends with the natural charge from an NBO analysis.
Element x y z (Å)
C  0.48  -1.11  2.58  0.030
C  -0.02  -2.18  1.92  -0.295
C  0.91  -2.93  1.10  -0.155
C  2.23  -2.36  0.78  -0.267
C  2.47  -1.40  1.73  0.037
C  0.32  0.17  -0.67  -0.620
C  0.00  1.69  -0.95  -0.425
C  -1.37  1.64  -1.63  -0.404
C  -1.95  2.95  -2.28  -0.381
C  -3.42  2.79  -3.15  -0.644
H  -0.04  -0.37  3.21  0.204
H  -1.03  -2.66  1.98  0.237
H  0.41  -3.67  0.39  0.217
H  3.00  -2.73  0.04  0.244
H  3.57  -1.32  1.92  0.171
H  -0.46  -0.65  -0.10  0.220
H  0.61  -0.30  -1.75  0.198
H  1.28  -0.04  -0.22  0.212
H  0.80  2.01  -1.68  0.205
H  0.14  2.45  -0.14  0.213
H  -1.34  0.88  -2.42  0.201
H  -2.24  1.04  -1.03  0.196
H  -1.28  3.28  -3.09  0.197
H  -2.17  3.61  -1.56  0.193
H  -4.38  2.95  -2.35  0.204
H  -3.57  3.65  -3.99  0.219
H  -3.53  1.67  -3.67  0.211
N  1.75  -0.76  2.56  -0.417

---

[2]
Below is a molecular structure, C49H38Cl3N4O2PS5Sc, with properties calculated with ωB97M-V/def2-TZVPD.

Output
HOMO-LUMO gap in hartree: 0.2601
HOMO in eV: -9.67
ΔE to the lowest compared entry with this formula, charge and spin in kcal/mol: 8.68
Total charge: +1

Each line ends with the Löwdin charge.
Element x y z (Å)
Sc  0.14  -0.11  -0.24  0.563
N  2.69  1.01  3.40  0.135
C  4.01  0.48  3.35  -0.230
C  4.98  0.96  4.21  -0.019
C  6.27  0.44  4.16  -0.073
C  6.57  -0.56  3.25  -0.073
C  5.59  -1.03  2.38  -0.091
C  4.31  -0.52  2.43  -0.428
S  3.09  -1.20  1.36  1.027
N  1.83  -0.04  1.48  -0.257
C  1.76  0.81  2.42  -0.353
C  0.56  1.69  2.49  -0.194
C  0.20  2.32  3.66  0.007
C  -0.87  3.20  3.65  -0.020
C  -1.54  3.42  2.46  -0.030
C  -1.14  2.70  1.34  -0.128
N  -0.13  1.83  1.34  0.078
H  2.59  1.84  3.96  0.126
H  4.73  1.74  4.91  0.117
H  7.02  0.81  4.84  0.109
H  7.57  -0.98  3.21  0.109
H  5.82  -1.81  1.67  0.104
H  0.73  2.12  4.58  0.119
H  -1.18  3.71  4.56  0.122
H  -2.37  4.10  2.39  0.118
H  -1.67  2.82  0.41  0.068
O  -0.79  -1.00  1.44  -0.330
N  -0.50  -2.16  2.00  -0.170
C  -0.92  -2.35  3.28  -0.016
C  -0.70  -3.54  3.90  -0.042
C  -0.03  -4.55  3.20  -0.049
C  0.40  -4.32  1.92  -0.060
C  0.17  -3.09  1.28  -0.635
S  0.73  -2.68  -0.29  0.659
H  -1.43  -1.50  3.71  0.131
H  -1.03  -3.68  4.92  0.113
H  0.17  -5.50  3.67  0.116
H  0.93  -5.08  1.36  0.115
Cl  -0.90  2.01  -1.84  0.735
C  -2.63  2.05  -2.14  -0.593
C  -3.05  3.01  -3.06  -0.090
C  -4.40  3.12  -3.34  -0.055
C  -5.31  2.30  -2.70  -0.056
C  -4.87  1.35  -1.79  -0.073
C  -3.51  1.19  -1.49  -0.379
P  -2.85  -0.03  -0.29  1.069
C  -3.69  -1.63  -0.61  -0.347
C  -2.93  -2.77  -0.89  -0.125
C  -3.54  -4.00  -1.07  -0.063
C  -4.92  -4.12  -0.98  -0.070
C  -5.69  -3.01  -0.67  -0.067
C  -5.08  -1.78  -0.47  -0.092
C  -3.71  0.46  1.26  -0.345
C  -3.78  -0.46  2.31  -0.099
C  -4.36  -0.12  3.51  -0.068
C  -4.90  1.16  3.70  -0.075
C  -4.85  2.07  2.66  -0.080
C  -4.25  1.73  1.45  -0.107
H  -2.32  3.65  -3.54  0.112
H  -4.73  3.86  -4.06  0.115
H  -6.37  2.39  -2.91  0.113
H  -5.60  0.73  -1.29  0.096
H  -1.86  -2.70  -0.96  0.020
H  -2.93  -4.87  -1.29  0.111
H  -5.40  -5.09  -1.12  0.108
H  -6.76  -3.10  -0.56  0.109
H  -5.69  -0.95  -0.16  0.097
H  -3.39  -1.46  2.17  0.101
H  -4.42  -0.85  4.31  0.108
H  -5.37  1.42  4.64  0.107
H  -5.29  3.06  2.78  0.109
H  -4.24  2.45  0.65  0.104
Cl  -1.17  -1.00  -3.11  0.600
C  -1.00  -2.36  -4.25  -0.932
Cl  0.25  -3.50  -3.81  0.562
H  -0.75  -1.91  -5.20  0.026
H  -1.96  -2.87  -4.27  0.031
O  1.46  0.29  -1.47  -0.385
C  2.56  0.54  -2.33  -0.519
C  2.15  0.39  -3.79  -0.458
C  2.63  -0.49  -4.72  -0.133
C  2.08  -0.30  -6.02  -0.171
C  1.23  0.76  -6.07  -0.404
S  1.09  1.52  -4.55  1.023
C  3.71  -0.39  -2.00  -0.455
C  4.94  -0.04  -1.53  -0.109
C  5.79  -1.16  -1.29  -0.184
C  5.17  -2.34  -1.56  -0.399
S  3.58  -2.10  -2.13  1.016
C  3.00  1.98  -2.09  -0.497
C  3.75  2.77  -2.90  -0.126
C  4.05  4.04  -2.32  -0.162
C  3.51  4.18  -1.07  -0.401
S  2.65  2.78  -0.61  1.063
H  3.35  -1.26  -4.49  0.076
H  2.34  -0.91  -6.88  0.106
H  0.70  1.15  -6.92  0.069
H  5.25  0.98  -1.38  0.118
H  6.81  -1.08  -0.94  0.106
H  5.57  -3.34  -1.48  0.072
H  4.09  2.46  -3.88  0.128
H  4.63  4.81  -2.81  0.106
H  3.55  5.03  -0.42  0.067

---

[3]
Below is a single C3H5N3 molecule, with properties calculated with ωB97M-V/def2-TZVPD.

Output
HOMO-LUMO gap (alpha / beta) in hartree: 0.3381 / 0.3381
HOMO (alpha / beta) in eV: -8.44 / -8.44
ΔE to the lowest compared entry with this formula, charge and spin in kcal/mol: 99.64
Total charge: 0

Each line ends with the natural charge from an NBO analysis.
Element x y z (Å)
C  -0.24  -1.61  0.22  -0.404
N  0.12  -0.30  -0.29  -0.504
C  -0.72  0.70  -0.74  -0.003
C  -0.39  1.89  -0.30  -0.253
N  0.77  1.78  0.79  -0.095
N  1.19  0.73  1.04  -0.009
H  0.68  -2.07  0.60  0.215
H  -0.94  -1.52  1.06  0.216
H  -0.67  -2.21  -0.57  0.206
H  0.87  -0.36  -0.97  0.404
H  -0.64  2.91  -0.53  0.227

---

[4]
Below is 2 unconnected molecules or ions with the total composition C6H17NO2Si2, with properties calculated with ωB97M-V/def2-TZVPD.

Output
HOMO-LUMO gap in hartree: 0.3079
HOMO in eV: -8.35
ΔE to the lowest compared entry with this formula, charge and spin in kcal/mol: 25.52
Total charge: 0

Each line ends with the natural charge from an NBO analysis.
Element x y z (Å)
C  -1.82  -0.69  0.57  0.642
C  -2.61  -1.19  1.80  -0.681
C  -2.32  0.62  -2.44  -1.213
C  2.52  -1.33  0.44  -1.125
C  0.99  1.01  1.55  -1.101
C  2.92  1.54  -0.81  -1.123
N  -1.16  -1.36  -0.29  -0.756
O  0.60  0.18  -1.30  -1.137
O  -1.88  0.60  0.32  -0.911
Si  -2.05  1.75  -0.88  1.194
Si  1.70  0.26  -0.09  1.856
H  -2.43  -0.55  2.63  0.240
H  -2.40  -2.16  2.05  0.222
H  -3.75  -1.12  1.54  0.237
H  -1.86  0.87  -3.34  0.248
H  -2.14  -0.35  -2.04  0.244
H  -3.37  0.53  -2.61  0.230
H  3.42  -0.94  0.83  0.235
H  1.99  -1.78  1.17  0.223
H  2.76  -2.00  -0.42  0.237
H  1.50  0.55  2.36  0.222
H  1.16  2.03  1.59  0.230
H  -0.03  0.75  1.58  0.223
H  3.09  1.47  -1.88  0.237
H  2.43  2.53  -0.66  0.229
H  3.90  1.66  -0.41  0.227
H  -1.09  -2.35  -0.07  0.362
H  -0.07  -0.52  -1.17  0.508

---

[5]
Below is 5 unconnected molecules or ions with the total composition C50H97BClN6O7S, with properties calculated with ωB97M-V/def2-TZVPD.

Output
Multiplicity: 5
<S²>: 6.02
HOMO-LUMO gap (alpha / beta) in hartree: 0.2640 / 0.2276
HOMO (alpha / beta) in eV: -5.44 / -5.44
Total charge: -1

Each line ends with the Löwdin charge.
Element x y z (Å)
C  1.81  -1.15  -2.72  -0.190
C  2.37  0.31  -3.22  -0.263
C  1.30  1.55  -3.04  -0.578
Cl  -0.28  1.09  -2.18  0.474
B  1.11  2.31  -4.48  -0.731
C  -0.19  1.81  -5.37  -0.171
C  0.22  1.50  -6.96  -0.217
C  -0.35  -0.02  -7.32  -0.232
C  0.62  -1.22  -6.71  -0.209
C  0.79  -2.36  -7.87  -0.229
C  1.80  -1.73  -9.03  -0.267
C  3.20  -2.63  -9.20  -0.486
S  4.24  -1.82  -10.53  0.833
C  5.93  -1.37  -9.79  -0.455
N  7.29  -1.90  -10.18  -0.054
N  8.31  -1.37  -9.38  -0.034
C  7.59  -0.43  -8.43  -0.051
O  6.14  -0.42  -8.69  -0.104
C  1.00  3.94  -4.26  -0.077
C  1.65  4.81  -5.53  -0.255
O  2.14  4.22  -6.65  -0.058
O  1.64  6.28  -5.40  -0.071
H  1.49  -1.19  -1.58  0.054
H  2.73  -1.90  -2.81  0.068
H  0.99  -1.57  -3.45  0.065
H  3.33  0.54  -2.55  0.107
H  2.77  0.18  -4.31  0.093
H  1.84  2.34  -2.32  0.094
H  2.08  2.10  -5.12  0.069
H  -0.96  2.71  -5.43  0.097
H  -0.71  0.84  -4.98  0.070
H  1.39  1.60  -7.13  0.099
H  -0.30  2.28  -7.70  0.102
H  -0.49  -0.10  -8.50  0.099
H  -1.42  -0.16  -6.83  0.105
H  1.65  -0.72  -6.38  0.118
H  0.05  -1.72  -5.79  0.110
H  1.28  -3.35  -7.44  0.103
H  -0.23  -2.67  -8.39  0.115
H  2.08  -0.65  -8.68  0.110
H  1.24  -1.66  -10.08  0.114
H  3.81  -2.66  -8.18  0.108
H  2.91  -3.73  -9.47  0.087
H  8.17  0.18  -7.59  0.142
H  -0.13  4.31  -4.18  0.121
H  1.53  4.31  -3.29  0.085
H  0.91  6.60  -6.04  0.125
C  2.85  -6.55  1.67  -0.048
C  2.59  -5.52  0.53  -0.471
C  3.81  -4.56  0.39  -0.136
C  3.89  -3.51  1.51  -0.186
C  2.57  -2.76  1.65  -0.128
C  1.35  -3.71  1.83  -0.465
N  1.30  -4.79  0.80  -0.028
O  0.88  -4.21  -0.41  -0.025
C  1.38  -4.32  3.26  -0.040
C  0.05  -2.84  1.85  -0.035
C  2.54  -6.40  -0.77  -0.051
H  1.91  -6.91  2.10  0.085
H  3.38  -7.44  1.30  0.077
H  3.47  -6.15  2.47  0.063
H  3.76  -4.03  -0.57  0.120
H  4.74  -5.13  0.38  0.122
H  4.17  -3.98  2.45  0.098
H  4.69  -2.80  1.27  0.114
H  2.64  -2.08  2.50  0.120
H  2.43  -2.13  0.77  0.118
H  0.58  -5.06  3.38  0.090
H  1.24  -3.55  4.02  0.071
H  2.33  -4.80  3.51  0.055
H  -0.06  -2.23  0.94  0.081
H  0.05  -2.14  2.69  0.064
H  -0.84  -3.47  1.95  0.071
H  1.69  -7.10  -0.73  0.086
H  3.45  -6.99  -0.88  0.080
H  2.45  -5.80  -1.68  0.075
C  -2.07  7.85  0.87  -0.047
C  -1.09  6.64  0.89  -0.471
C  -0.02  6.85  1.99  -0.141
C  1.05  7.89  1.63  -0.193
C  1.67  7.58  0.27  -0.140
C  0.61  7.41  -0.86  -0.473
N  -0.49  6.47  -0.48  -0.027
O  0.03  5.16  -0.55  -0.011
C  0.02  8.80  -1.22  -0.049
C  1.34  6.99  -2.17  -0.048
C  -1.99  5.44  1.32  -0.050
H  -2.52  7.98  -0.12  0.087
H  -2.91  7.71  1.56  0.077
H  -1.60  8.79  1.17  0.062
H  0.49  5.90  2.20  0.120
H  -0.49  7.15  2.93  0.120
H  0.62  8.89  1.64  0.097
H  1.83  7.88  2.39  0.111
H  2.37  8.38  0.01  0.121
H  2.27  6.67  0.35  0.124
H  -0.79  8.71  -1.95  0.091
H  0.78  9.45  -1.67  0.085
H  -0.36  9.36  -0.36  0.052
H  1.93  6.07  -2.05  0.069
H  2.06  7.76  -2.49  0.087
H  0.63  6.83  -2.99  0.078
H  -2.77  5.24  0.58  0.090
H  -2.49  5.64  2.28  0.078
H  -1.42  4.52  1.47  0.075
C  -3.93  -2.81  1.70  -0.043
C  -4.85  -3.95  1.18  -0.467
C  -6.00  -3.36  0.32  -0.134
C  -7.09  -2.67  1.14  -0.189
C  -7.60  -3.59  2.25  -0.142
C  -6.47  -4.15  3.14  -0.479
N  -5.35  -4.76  2.34  -0.027
O  -5.80  -5.99  1.85  -0.033
C  -5.92  -3.03  4.06  -0.049
C  -7.10  -5.17  4.15  -0.050
C  -3.92  -4.78  0.22  -0.042
H  -3.43  -3.10  2.63  0.081
H  -3.13  -2.58  0.98  0.082
H  -4.46  -1.88  1.86  0.066
H  -6.47  -4.15  -0.27  0.121
H  -5.60  -2.64  -0.41  0.128
H  -6.71  -1.73  1.56  0.101
H  -7.92  -2.39  0.48  0.114
H  -8.33  -3.03  2.86  0.121
H  -8.16  -4.41  1.78  0.122
H  -5.07  -3.38  4.65  0.089
H  -6.69  -2.70  4.78  0.085
H  -5.63  -2.13  3.53  0.056
H  -7.64  -5.98  3.65  0.074
H  -7.83  -4.67  4.81  0.080
H  -6.33  -5.62  4.79  0.085
H  -3.09  -5.23  0.78  0.087
H  -3.50  -4.14  -0.56  0.090
H  -4.46  -5.58  -0.30  0.073
C  1.50  0.30  8.41  -0.045
C  1.68  0.19  6.87  -0.470
C  1.77  1.61  6.25  -0.135
C  0.43  2.35  6.18  -0.186
C  -0.63  1.49  5.51  -0.135
C  -0.77  0.08  6.15  -0.474
N  0.55  -0.62  6.30  -0.020
O  0.95  -1.06  5.02  -0.037
C  -1.47  0.21  7.53  -0.047
C  -1.79  -0.75  5.30  -0.043
C  3.07  -0.49  6.69  -0.048
H  0.99  -0.58  8.82  0.086
H  2.47  0.34  8.93  0.080
H  0.97  1.19  8.72  0.064
H  2.17  1.55  5.23  0.124
H  2.48  2.23  6.81  0.124
H  0.11  2.64  7.19  0.099
H  0.56  3.28  5.62  0.115
H  -1.59  2.02  5.55  0.124
H  -0.38  1.40  4.44  0.128
H  -1.51  -0.76  8.04  0.090
H  -2.50  0.55  7.41  0.086
H  -1.00  0.93  8.19  0.055
H  -1.50  -0.83  4.25  0.069
H  -2.78  -0.28  5.31  0.083
H  -1.91  -1.76  5.70  0.087
H  3.07  -1.51  7.12  0.088
H  3.86  0.07  7.21  0.082
H  3.39  -0.56  5.65  0.073